{
  "formula": "C22H51BCoN4O2Si2",
  "method": "ωB97M-V/def2-TZVPD",
  "symbols": ["H", "H", "H", "H", "H", "Co", "H", "H", "H", "C", "O", "H", "H", "H", "C", "N", "H", "H", "H", "H", "C", "C", "C", "H", "Si", "H", "C", "H", "C", "H", "C", "H", "C", "N", "C", "H", "H", "H", "H", "C", "C", "H", "C", "H", "H", "H", "Si", "H", "H", "N", "H", "H", "C", "H", "H", "H", "H", "H", "C", "B", "H", "H", "C", "H", "C", "H", "C", "H", "H", "H", "H", "H", "H", "C", "H", "N", "H", "H", "C", "H", "C", "C", "O"],
  "positions_angstrom": [[-0.80822, -0.49830, 0.19416], [-1.20980, 0.33906, 4.14518], [-3.44271, -1.49072, -4.15548], [1.33324, -2.25371, -4.33245], [2.94732, 2.46730, 3.54711], [0.31723, -0.04375, 2.20963], [4.24767, -2.25160, 2.01184], [-0.51723, 1.18494, 0.43788], [2.98653, -1.66707, -4.17253], [1.95927, 2.88232, 3.78822], [-1.40189, -1.24636, -3.83937], [-1.84584, -3.21965, -3.55177], [4.06350, 2.15640, -0.34135], [-0.31021, 3.46155, 5.84085], [-2.64437, -0.80539, -4.47275], [3.17887, -0.30544, 1.62878], [-3.66755, -0.78804, -0.92139], [-4.73051, 1.47326, 2.20803], [-2.42822, -2.14693, -2.26455], [3.49170, -1.42226, 3.63104], [-2.46418, -0.80050, -5.96375], [0.79678, 2.74058, -3.75782], [-0.51540, 0.98864, 3.57638], [3.00032, 0.30391, 4.84435], [0.88269, 1.60937, 4.65870], [-2.34414, -1.82170, -6.33237], [1.86873, -3.73065, 1.88755], [-1.22474, -2.58794, 1.81311], [-3.68198, -0.78976, 0.17871], [-3.97691, 2.27846, -0.68831], [1.53619, -0.29053, -3.46970], [1.67778, 2.76690, -3.11573], [2.20892, 1.42863, 0.62658], [0.74093, -1.83243, 2.18235], [-0.11670, 1.60598, -3.37342], [0.08378, -4.95228, 1.39881], [-2.35915, 2.90908, -0.29536], [-2.53789, 1.58889, -1.48144], [1.11477, 2.72276, -4.80621], [1.99709, 0.23903, 5.28480], [3.56592, 1.43739, 0.28683], [-0.47678, -0.41293, -3.97753], [-0.35888, -2.69679, -2.10259], [1.41300, 2.09403, 0.32927], [1.96066, -1.03897, -5.45736], [2.25345, 0.52763, -3.37489], [-2.82687, 0.73258, 0.85571], [-3.20719, -1.71256, 0.53560], [0.51060, -2.96505, -2.70997], [1.97486, 0.36099, 1.45750], [-3.35182, -0.38214, -6.42900], [-1.60441, -0.20379, -6.27339], [-2.92597, 2.00063, -0.53730], [2.11122, 3.74207, 4.45738], [-3.46969, 0.80966, 3.27168], [-1.14007, 1.79164, -3.71710], [1.60152, -0.76102, 5.06467], [-1.13768, 1.81128, 3.18544], [1.96505, -1.36813, -4.41575], [3.30730, -1.62105, 2.46092], [-3.30434, 2.44605, 2.59593], [-0.12416, 1.46281, -2.28116], [-0.17281, -2.81005, 1.87573], [2.72825, -4.36881, 1.84690], [-0.01006, 2.43785, 6.10250], [1.50622, 3.25069, 2.85877], [-0.97009, 0.31026, 0.94903], [-2.85257, 0.19822, -4.07558], [-0.60524, -3.58035, -1.49827], [0.26021, 3.68092, -3.59610], [1.31097, -0.69550, -2.47344], [5.15806, -0.00770, 0.95550], [2.09997, 0.33286, 6.37637], [-1.57161, -2.35988, -2.92624], [0.62296, 2.48372, 6.99781], [1.99444, -2.42147, 2.19305], [-0.91783, 1.87208, 6.35237], [-0.09158, -1.89378, -1.40668], [0.51241, -4.00851, 1.66844], [-4.72734, -0.78288, 0.51031], [4.13607, 0.34744, 0.93981], [-3.64496, 1.42435, 2.38102], [0.29314, 0.33417, -4.01446]],
  "forces_ev_per_a": [[-0.199, 0.157, 0.274], [0.344, 0.093, -0.165], [0.244, 0.269, -0.096], [0.066, 0.134, -0.127], [-0.221, 0.105, -0.025], [0.017, 0.513, 2.038], [-0.325, 0.111, -0.034], [-0.019, 0.056, 0.255], [-0.059, -0.013, 0.039], [0.068, 0.141, -0.090], [-1.076, -0.771, 0.194], [0.022, 0.130, 0.112], [0.068, -0.020, 0.036], [0.023, -0.205, 0.054], [0.110, 0.084, 0.318], [-0.822, 1.457, -0.738], [-0.006, 0.020, 0.286], [0.227, -0.002, 0.065], [0.338, 0.097, -0.243], [-0.253, 0.117, -0.118], [-0.056, -0.221, -0.177], [0.227, 0.292, 0.027], [-0.760, 0.692, 1.349], [-0.284, -0.037, 0.127], [-0.179, 0.400, 0.538], [0.074, 0.110, -0.021], [-0.991, 1.194, 0.085], [0.012, 0.087, 0.003], [-0.360, -0.177, 0.229], [0.167, 0.110, -0.141], [-0.274, 0.517, 0.106], [0.056, 0.015, -0.131], [0.983, -1.600, 0.862], [0.415, -4.105, 0.122], [-0.145, -0.171, 0.130], [-0.049, -0.217, 0.030], [-0.132, -0.099, -0.072], [-0.094, 0.030, 0.239], [-0.189, -0.148, 0.183], [0.008, -0.147, 0.188], [-0.324, 0.138, 0.042], [-0.159, -0.126, 0.417], [0.243, 0.010, 0.175], [0.056, -0.041, 0.141], [0.004, 0.105, 0.143], [-0.083, -0.200, -0.094], [1.209, -0.175, -0.619], [-0.180, 0.102, -0.061], [-0.202, 0.044, 0.138], [3.456, 1.453, -1.771], [-0.100, 0.073, -0.094], [-0.030, -0.012, 0.051], [-0.280, 0.198, 0.101], [-0.007, -0.177, -0.212], [-0.059, 0.123, -0.165], [0.235, -0.246, 0.001], [0.118, 0.144, 0.121], [0.453, -0.210, 0.116], [0.246, -0.284, -0.334], [0.470, -0.314, 0.044], [-0.038, -0.231, -0.026], [-0.092, -0.128, -0.332], [2.037, 0.206, 0.123], [0.187, -0.062, -0.046], [0.049, 0.004, 0.093], [0.091, 0.019, 0.177], [-2.576, 0.589, -3.350], [-0.102, -0.266, -0.066], [0.027, 0.251, -0.114], [0.068, -0.129, 0.006], [0.008, 0.324, -0.226], [-0.197, 0.012, -0.018], [-0.002, -0.096, -0.267], [-0.635, -0.543, 0.005], [-0.116, 0.059, -0.131], [-1.432, -0.461, -0.281], [0.201, 0.138, 0.026], [-0.058, -0.143, -0.081], [0.091, 0.326, 0.230], [0.077, -0.228, -0.193], [-0.749, -0.190, 0.219], [-0.212, 0.012, 0.119], [1.329, 0.936, 0.284]],
  "spin_multiplicity": 5,
  "e_homo_ev": [-9.214, -11.081],
  "e_above_lowest_ev": 0.278,
  "homo_lumo_gap_ha": [0.2675, 0.2990],
  "e_lumo_ev": [-1.94, -2.94],
  "max_force_ev_per_a": 4.267,
  "s_squared": 6.01,
  "total_charge": 1
}